Entry 1:
Computed, not measured: a cluster of 2 separate species, CH3ClFOP in total, with ωB97M-V/def2-TZVPD.

Each line ends with the Löwdin charge.
CARTESIAN COORDINATES (ANGSTROEM)
C  0.06  -1.38  0.32  -0.23
O  0.57  0.37  -1.98  -0.39
F  -2.27  2.46  0.77  -0.06
P  0.89  -0.35  -0.77  0.31
Cl  2.30  0.48  0.34  0.36
H  0.76  -1.52  1.11  -0.04
H  -0.60  -2.17  0.06  -0.01
H  -1.69  2.12  0.15  0.06

LUMO energy   -0.0286 hartree
Gap between HOMO and LUMO   0.33509 Eh
Charge   0


Entry 2:
Computed, not measured: a cluster of 2 separate species, CH3ClI2OSi in total, with ωB97M-V/def2-TZVPD.

Each line ends with the Löwdin charge.
CARTESIAN COORDINATES (ANGSTROEM)
C  1.72  -0.19  0.21  -0.36
O  0.77  0.75  -0.04  -0.38
Si  -1.91  0.28  -0.07  -0.67
Cl  -2.40  0.00  1.81  0.30
I  -2.77  2.15  -1.39  0.46
I  -1.69  -1.76  -1.42  0.43
H  1.96  -0.95  -0.52  0.04
H  1.61  -0.77  1.15  0.06
H  2.71  0.48  0.28  0.12

LUMO energy (spin up / spin down)   -0.0613 / -0.0612 hartree
Gap between HOMO and LUMO (spin up / spin down)   0.24697 / 0.24350 Eh
Charge   0


Entry 3:
Computed, not measured: a cluster of 2 separate species, CH3ClN2 in total, with ωB97M-V/def2-TZVPD.

Each line ends with the Löwdin charge.
CARTESIAN COORDINATES (ANGSTROEM)
C  1.47  -0.61  -0.01  -0.56
N  -1.53  0.80  0.01  -0.12
N  -1.64  -0.34  -0.06  0.02
Cl  1.32  1.01  -0.08  0.60
H  1.00  -1.18  0.67  -0.06
H  1.81  -1.04  -0.95  0.01
H  -2.42  1.35  0.42  0.11

LUMO energy (spin up / spin down)   0.0104 / 0.0114 hartree
Gap between HOMO and LUMO (spin up / spin down)   0.30558 / 0.31735 Eh
Charge   0


Entry 4:
Computed, not measured: the molecule CH3ClN2, with ωB97M-V/def2-TZVPD.

Each line ends with the Löwdin charge.
CARTESIAN COORDINATES (ANGSTROEM)
C  -0.08  -0.21  0.08  -0.39
N  1.20  0.28  0.02  0.10
N  -1.17  0.47  0.27  -0.46
Cl  -2.76  -0.20  0.13  0.48
H  -0.17  -1.31  -0.13  0.12
H  1.06  1.25  -0.11  0.08
H  1.92  -0.29  -0.26  0.06

LUMO energy   0.0282 hartree
SMILES   N/C=N/Cl
Gap between HOMO and LUMO   0.36805 Eh
Charge   0


Entry 5:
Computed, not measured: the molecule CH3ClN2O2, with ωB97M-V/def2-TZVPD.

Each line ends with the Löwdin charge.
CARTESIAN COORDINATES (ANGSTROEM)
C  -1.12  0.31  -0.03  -0.08
N  0.35  0.32  -0.36  -0.38
N  1.04  -0.82  0.02  -0.52
O  0.43  -1.80  0.30  0.07
O  2.23  -0.72  0.04  0.05
Cl  1.22  1.87  0.13  0.62
H  -1.78  0.31  -0.96  0.09
H  -1.17  -0.76  0.38  0.10
H  -1.20  1.29  0.48  0.06

LUMO energy   -0.0336 hartree
SMILES   CN(Cl)[N+](=O)[O-]
Gap between HOMO and LUMO   0.35915 Eh
Charge   0


Entry 6:
Computed, not measured: a cluster of 3 separate species, CH3ClNO in total, with ωB97M-V/def2-TZVPD.

Each line ends with the Löwdin charge.
CARTESIAN COORDINATES (ANGSTROEM)
C  -0.59  0.14  -0.16  -0.41
N  -0.01  -0.43  0.91  -0.03
O  -0.74  -1.24  -0.08  -0.16
Cl  2.64  0.61  -0.02  -0.50
H  -0.04  0.64  -1.08  0.09
H  -2.29  0.66  -0.20  0.12
H  1.03  -0.37  0.63  -0.11

LUMO energy   0.1495 hartree
Gap between HOMO and LUMO   0.31810 Eh
Charge   -1


Quick rundown of relative energy (zero: lowest compared OMol25 entry of this formula, charge and spin), same order as above: 3.460; 0.000; 4.858; 2.251; 3.180; 6.190 eV
Quick rundown of E, same order as above: -1016.5355; -1460.2137; -609.4542; -609.5500; -759.8946; -629.9740 Ha